Record 1
DFT (ωB97M-V/def2-TZVPD) results for 2 unconnected molecules or ions with the total composition C31H31N4O.

Last column: Löwdin charge in e.
Geometry (Å):
C -2.79592 -0.79242 4.84232  0.0020
N -2.40064 -0.39759 3.51217  -0.0330
C -3.18742 -0.64517 2.41519  -0.3977
O -4.26393 -1.23524 2.42614  0.0826
C -2.49078 -0.03338 1.20786  -0.1594
C -3.32325 1.06677 0.55648  -0.0756
C -3.69319 2.13260 1.55924  -0.2288
C -4.81712 1.95235 2.37254  -0.0339
C -5.15132 2.90106 3.33738  -0.0623
C -4.36330 4.04783 3.49042  -0.0781
C -3.25776 4.24752 2.65656  -0.0760
C -2.93585 3.30160 1.67877  -0.0482
N -1.23713 0.45641 1.77852  0.0346
C -0.32376 1.12362 1.04926  0.0097
C 0.76871 1.77542 1.60615  -0.0352
C 1.65195 2.54328 0.86039  0.0348
C 2.73924 3.24194 1.48843  -0.1971
C 3.30802 4.40809 0.90441  -0.0170
C 4.30268 5.13354 1.55616  -0.0640
C 4.80054 4.70181 2.79596  -0.0500
C 4.27657 3.54129 3.38596  -0.0613
C 3.26782 2.82040 2.74966  -0.0118
C -1.15630 0.30365 3.24756  -0.2327
C 0.04722 -0.44640 3.73362  -0.0538
C 0.41635 -1.62041 3.18968  -0.0217
C 1.60437 -2.36366 3.56847  -0.2216
C 1.79220 -3.67698 3.07597  -0.0336
C 2.92327 -4.41117 3.41909  -0.0714
C 3.89838 -3.84758 4.25944  -0.0693
C 3.72579 -2.54632 4.75398  -0.0725
C 2.59116 -1.80596 4.41560  -0.0319
H -3.73661 -1.34564 4.77754  0.1007
H -2.02472 -1.42584 5.29443  0.0956
H -2.93752 0.09199 5.47809  0.1025
H -2.26949 -0.84424 0.49406  0.1742
H -2.76644 1.49039 -0.28750  0.1132
H -4.23231 0.58060 0.17748  0.1398
H -5.42007 1.04795 2.25089  0.1197
H -6.02418 2.73493 3.97116  0.1116
H -4.61746 4.78474 4.25424  0.1076
H -2.64004 5.14129 2.76066  0.1063
H -2.08550 3.45987 1.00899  0.1086
H -0.49364 1.13995 -0.02994  0.1260
H 0.89903 1.68628 2.69103  0.0973
H 1.43081 2.72440 -0.21312  0.0371
H 2.91564 4.73716 -0.06092  0.1132
H 4.69168 6.04621 1.10118  0.1123
H 5.59030 5.26232 3.29767  0.1142
H 4.65567 3.20006 4.35195  0.1123
H 2.87400 1.90883 3.20751  0.1053
H -1.17575 1.29322 3.74105  0.1682
H 0.56093 -0.01202 4.59490  0.1160
H -0.21939 -2.08232 2.42518  0.1310
H 1.02240 -4.09834 2.42496  0.1139
H 3.05104 -5.42391 3.03354  0.1095
H 4.78756 -4.42057 4.52574  0.1083
H 4.48000 -2.10345 5.40633  0.1075
H 2.45570 -0.78956 4.79284  0.0991
N 1.50717 2.38377 -1.71358  -0.0002
C 2.49897 2.71523 -2.53180  -0.1454
N 2.12363 2.53023 -3.83301  0.0609
C 0.81989 2.04353 -3.83918  -0.0709
C 0.45717 1.94963 -2.52300  -0.1164
H 3.48958 3.07658 -2.27643  0.1326
H 2.70283 2.72697 -4.64563  0.1625
H 0.27247 1.82188 -4.73928  0.1154
H -0.47419 1.59513 -2.11385  0.0846

Results
2S+1: 1
Charge: +1
Relative energy (zero: lowest compared OMol25 entry of this formula, charge and spin): 0.0 kcal/mol

=====

Record 2
DFT (ωB97M-V/def2-TZVPD) results for 2 unconnected molecules or ions with the total composition C31H31NO4.

Last column: Löwdin charge in e.
Geometry (Å):
C -0.28873 -3.50235 2.27777  0.0297
C -1.20205 -2.28627 2.41736  -0.5174
C -2.01638 -2.28923 3.71403  0.0118
O -0.41475 -1.07060 2.41448  0.0305
C 0.32867 -0.93002 1.24153  -0.4823
O 1.46899 -0.49227 1.31627  0.0525
C -0.32715 -1.30141 0.02367  -0.1244
C 0.38308 -1.64109 -1.19424  -0.1449
C 1.22600 -2.91166 -1.10070  -0.2041
C 0.81220 -4.12656 -1.64963  -0.0387
C 1.67178 -5.22974 -1.59213  -0.0926
C 2.94587 -5.09831 -1.02249  -0.1060
C 3.34335 -3.88338 -0.45356  -0.0801
C 2.46508 -2.79347 -0.47449  -0.0414
C -1.71127 -1.76207 0.12176  -0.4349
O -2.46987 -1.77738 -0.83287  0.0594
O -2.16429 -2.19626 1.34227  0.0641
H 0.21075 -3.52844 1.29396  0.0844
H 0.47501 -3.46951 3.06800  0.1050
H -0.87887 -4.41921 2.40965  0.0955
H -2.76006 -1.48593 3.68297  0.0915
H -2.53051 -3.24960 3.81321  0.0885
H -1.35297 -2.14334 4.57031  0.0916
H -0.35561 -1.71549 -2.00222  0.1275
H 1.10394 -0.84269 -1.37902  0.0553
H -0.17987 -4.19463 -2.11825  0.1194
H 1.34586 -6.17920 -2.01918  0.0971
H 3.63750 -5.94510 -1.02715  0.0956
H 4.32677 -3.74838 -0.00490  0.0982
H 2.73704 -1.83278 -0.02428  0.1008
C -1.89059 1.61544 -3.75674  0.0101
C -1.99828 1.91350 -2.31888  -0.1603
N -3.05557 2.57406 -1.78790  -0.0241
C -4.13026 3.15992 -2.57465  0.0092
C -2.91058 2.68664 -0.39905  -0.1420
C -1.67919 2.07959 -0.05206  -0.1042
C -1.29829 2.01354 1.28083  -0.0064
C -2.10075 2.64886 2.23712  -0.0545
C -3.29283 3.30015 1.87095  -0.0726
C -3.71872 3.33053 0.53155  -0.0082
C -1.05149 1.65256 -1.29155  -0.0941
C 0.23547 1.16645 -1.49166  0.0785
C 1.40607 1.62409 -0.80195  -0.1955
C 1.41197 2.74199 0.06682  -0.0047
C 2.50208 3.00523 0.87854  -0.0204
C 3.69101 2.27551 0.74490  -0.2484
C 4.82395 2.60675 1.66669  -0.0452
C 3.77912 1.31230 -0.27131  -0.0198
C 2.66831 1.00684 -1.04464  -0.0112
H -0.96435 1.05791 -3.91238  0.0814
H -2.72396 0.99609 -4.12602  0.1073
H -1.83353 2.53755 -4.35351  0.1009
H -4.83499 3.63700 -1.88880  0.0833
H -3.74222 3.92771 -3.26094  0.1037
H -4.64073 2.38935 -3.16912  0.1041
H -0.39022 1.47609 1.54501  0.1096
H -1.78023 2.64483 3.28016  0.1094
H -3.88808 3.79025 2.64388  0.1037
H -4.61833 3.85132 0.20854  0.1007
H 0.40228 0.65091 -2.44416  0.1271
H 0.54060 3.39596 0.10607  0.1222
H 2.44977 3.78824 1.63748  0.1227
H 5.59562 1.83207 1.67417  0.0811
H 5.29770 3.55589 1.38141  0.0903
H 4.44177 2.73438 2.68667  0.0878
H 4.72379 0.78757 -0.44891  0.1221
H 2.74416 0.27928 -1.85873  0.1253

Results
2S+1: 1

=====

no.,strongest force on any atom (hartree/bohr),calculated total energy (a.u.),frontier orbital gap (eV)
1,0.057,-1493.90752,6.92
2,0.062,-1555.56899,4.77